No. 1
DFT (ωB97M-V/def2-TZVPD) results for a molecular structure, C2H3FO2S.

XYZ file:
```
9
Properties=species:S:1:pos:R:3:forces:R:3
C 1.2583 0.8062 -1.3926 -1.440 2.959 0.406
C -1.1001 -0.5892 1.0521 0.654 0.071 -1.081
O 1.4078 1.3959 -2.4186 0.604 -0.743 0.387
O 0.9613 -0.4067 -1.1899 -0.301 -2.652 3.016
F 1.1014 1.5723 -0.2202 0.543 -0.423 -0.697
S 0.6670 -0.9786 0.9534 -0.037 1.155 -2.944
H -1.6282 -1.3981 0.5993 -0.408 -0.493 -0.653
H -1.3665 0.3673 0.4982 0.415 -0.895 1.541
H -1.3011 -0.7691 2.1184 -0.030 1.021 0.026
```
Positions in Å, forces in eV/Å.

frontier orbital gap = 7.65 eV
ΔE to the lowest compared entry with this formula, charge and spin = 186.09 kJ/mol
spin multiplicity = 1
charge = 0

Here are the Mulliken charges for atoms 1 to 8, given in e: C 0.789; C -0.660; O -0.465; O -0.520; F -0.251; S 0.249; H 0.305; H 0.247

=====

No. 2
DFT (ωB97M-V/def2-TZVPD) results for a single C13H13N5O6S molecule.

XYZ file:
```
38
Properties=species:S:1:pos:R:3:forces:R:3
C 0.1486 2.0529 6.6047 2.522 1.758 -0.752
C -0.0572 1.0114 5.6111 -0.873 -1.280 -0.706
O 1.0823 0.8202 4.7554 0.629 -0.383 -0.650
C 0.8323 0.0990 3.6562 -1.233 -2.040 -1.422
O -0.2963 -0.2127 3.2643 1.598 0.966 0.681
C 2.0133 -0.4802 2.8909 0.601 -1.312 -0.669
C 3.3581 -0.4238 3.2505 -1.744 -1.217 -3.797
N 4.1019 -0.9803 2.1870 -1.628 0.547 1.457
N 3.2762 -1.4661 1.2051 0.057 -0.797 0.544
C 2.0085 -1.3669 1.5956 1.698 3.781 2.603
S 0.5943 -1.9402 0.6508 -4.664 -5.789 -2.688
O -0.2735 -2.8705 1.4722 2.767 3.494 -0.432
O 0.9357 -2.7006 -0.5851 0.789 3.010 2.012
N -0.4607 -0.6103 0.2082 1.275 -2.183 1.934
N -0.8806 -0.0767 -0.9526 -0.303 -0.069 -4.875
C -1.1745 -0.8204 -2.0529 0.906 1.004 4.404
C -1.3264 -0.3446 -3.4080 -2.019 1.887 -3.003
C -1.5809 1.0629 -3.7438 0.695 -2.946 -1.350
C -1.7660 1.5508 -5.0850 0.996 0.382 2.972
C -1.7948 0.6407 -6.0970 0.350 -2.803 1.125
N -1.6161 1.1421 -7.4307 -0.254 -1.032 -2.714
O -0.8176 2.0845 -7.5302 -1.680 -1.382 -0.606
O -2.1994 0.5034 -8.3749 1.826 2.255 2.466
C -1.7637 -0.7901 -5.8212 0.560 1.973 3.063
C -1.5160 -1.2970 -4.4930 -0.753 1.943 -0.332
H 1.1766 1.9558 6.9964 -0.561 0.198 0.324
H 0.0094 3.0801 6.2302 0.235 -0.399 -0.093
H -0.5790 1.9045 7.3180 -1.350 -0.237 2.024
H -0.9005 1.2571 4.9950 -0.484 -0.143 -0.381
H -0.2707 0.0605 6.1288 0.176 0.145 -0.439
H 3.7245 -0.0693 4.1513 1.071 0.760 1.260
H 5.1504 -1.0454 2.1910 -1.883 -0.201 -0.627
H -0.8892 -0.2892 1.0637 -0.023 0.547 0.003
H -1.4396 -1.8481 -1.8967 0.746 -0.868 0.002
H -1.5468 1.6463 -2.8785 0.011 1.511 0.823
H -1.7000 2.6466 -5.2573 -0.356 -1.038 0.001
H -1.9295 -1.5023 -6.5482 -0.199 -1.054 -1.787
H -1.6328 -2.3842 -4.2713 0.499 1.011 -0.376
```
Positions in Å, forces in eV/Å.

frontier orbital gap = 7.20 eV
spin multiplicity = 1
charge = 0

Here are the Mulliken charges for atoms 1 to 8, given in e: C -1.233; C -0.114; O -0.310; C 0.664; O -0.670; C 0.815; C -0.756; N 0.023

=====

| no. | LUMO level (eV) | DFT total energy (Eh) |
| --- | --- | --- |
| 1 | -2.879 | -726.461208 |
| 2 | -1.194 | -1626.292222 |